Entry 1:
{"formula": "C2H3NO2S", "method": "ωB97M-V/def2-TZVPD", "homo_ev": -9.61, "gap_ev": 8.195, "total_energy_ev": -18535.543, "de_lowest_kj_mol": 763.16, "fmax_ev_per_a": 12.84, "symbols": ["C", "C", "N", "O", "O", "S", "H", "H", "H"], "positions_angstrom": [[-0.423, 0.130, -0.915], [1.266, -0.889, 0.744], [0.372, -0.819, -0.266], [0.423, -2.255, 0.698], [2.067, -0.655, 1.443], [-1.827, 1.788, 0.047], [0.414, 0.818, -0.956], [-0.705, -0.294, -2.022], [-1.586, 2.177, 1.227]], "forces_ev_per_a": [[0.6160, -0.1239, -0.6148], [-9.7209, -5.5434, -6.3058], [1.3443, -2.2175, 2.4195], [0.2635, 4.3603, -1.7841], [7.2891, 3.2476, 5.6136], [-0.3039, -2.2202, -4.0659], [-0.4256, 1.0077, -0.7945], [-0.3084, 1.4606, 3.1126], [1.2460, 0.0289, 2.4194]]}


Entry 2:
{"formula": "C17H44BrO17PbS5", "method": "ωB97M-V/def2-TZVPD", "homo_ev": -3.02, "gap_ev": 2.340, "total_energy_ev": -182601.898, "de_lowest_kj_mol": 855.82, "total_charge": -1, "fmax_ev_per_a": 4.70, "symbols": ["Pb", "Br", "O", "C", "C", "O", "H", "H", "H", "H", "O", "S", "O", "O", "C", "C", "C", "H", "H", "H", "H", "H", "H", "H", "H", "O", "S", "O", "O", "C", "C", "C", "H", "H", "H", "H", "H", "H", "H", "H", "O", "S", "O", "O", "C", "C", "C", "H", "H", "H", "H", "H", "H", "H", "H", "O", "S", "O", "O", "C", "C", "C", "H", "H", "H", "H", "H", "H", "H", "H", "O", "S", "O", "O", "C", "C", "C", "H", "H", "H", "H", "H", "H", "H", "H"], "positions_angstrom": [[15.391, 11.615, -21.039], [12.175, 11.537, -17.709], [18.841, 11.146, -17.659], [19.111, 11.847, -16.405], [19.568, 11.064, -15.085], [20.365, 9.942, -15.231], [18.331, 12.575, -16.180], [19.809, 12.584, -16.802], [18.756, 10.629, -14.503], [20.118, 11.679, -14.373], [17.390, 11.336, -27.833], [17.762, 10.245, -26.968], [17.475, 10.208, -25.481], [17.144, 8.881, -27.706], [17.021, 7.745, -26.913], [16.918, 6.430, -27.769], [19.521, 9.873, -27.382], [16.197, 7.916, -26.220], [17.840, 7.600, -26.209], [16.452, 6.648, -28.730], [16.468, 5.648, -27.158], [17.959, 6.305, -28.068], [19.663, 8.796, -27.297], [20.070, 10.480, -26.662], [19.592, 10.214, -28.415], [10.634, 9.709, -22.708], [9.272, 9.162, -22.927], [8.642, 9.212, -24.234], [9.276, 7.586, -22.322], [9.675, 7.326, -20.937], [8.471, 6.913, -20.059], [8.164, 9.863, -21.638], [10.139, 8.279, -20.683], [10.467, 6.584, -20.832], [7.609, 7.580, -20.047], [8.868, 6.777, -19.053], [8.031, 5.925, -20.196], [7.924, 10.868, -21.984], [8.734, 9.897, -20.709], [7.325, 9.167, -21.652], [18.681, 5.402, -20.395], [17.362, 5.102, -20.850], [16.548, 6.256, -21.285], [17.452, 3.886, -22.060], [18.628, 3.077, -22.056], [19.531, 3.160, -23.403], [16.532, 4.050, -19.485], [18.286, 2.063, -21.848], [19.369, 3.277, -21.282], [20.166, 4.042, -23.313], [18.971, 3.100, -24.336], [20.237, 2.330, -23.403], [17.077, 3.109, -19.416], [15.557, 3.882, -19.941], [16.527, 4.591, -18.539], [13.631, 18.094, -22.080], [12.621, 17.333, -22.784], [12.586, 15.880, -22.438], [11.109, 17.949, -22.726], [10.984, 19.282, -22.179], [11.059, 19.178, -20.680], [13.059, 17.573, -24.560], [9.964, 19.496, -22.498], [11.710, 19.935, -22.663], [10.303, 18.468, -20.347], [10.944, 20.164, -20.231], [12.064, 18.872, -20.387], [12.903, 18.595, -24.903], [12.423, 16.849, -25.069], [14.074, 17.272, -24.819], [21.500, 15.639, -23.330], [20.729, 16.324, -22.229], [19.420, 15.924, -21.850], [21.696, 16.475, -20.851], [23.100, 16.519, -21.098], [23.694, 17.455, -20.093], [20.667, 18.188, -22.633], [23.273, 16.801, -22.137], [23.521, 15.534, -20.898], [24.732, 17.709, -20.304], [23.578, 17.061, -19.084], [23.103, 18.371, -20.116], [20.002, 18.570, -21.858], [20.234, 18.076, -23.627], [21.661, 18.633, -22.628]], "forces_ev_per_a": [[-0.1771, -0.0596, 0.6002], [0.1951, -0.0450, -0.3736], [0.3872, 1.4170, 3.9619], [-1.6835, -0.8882, -4.2151], [3.2146, -2.8206, 0.2857], [-1.0841, 1.5626, -0.6464], [-1.0091, -0.6035, 0.5446], [1.7288, -0.3363, 0.6485], [-1.4462, 0.4368, -0.5647], [-0.2399, 1.2402, -0.2223], [-0.1472, -0.6242, 1.0561], [-0.0952, -1.4095, 1.6608], [0.8606, 0.1368, -4.6214], [0.5447, 2.2131, -0.1830], [-0.9566, -1.8469, 1.4419], [0.8245, 2.4615, 0.1361], [-1.4612, 0.5408, 0.7713], [-0.4653, -0.3377, -0.2689], [0.5542, 0.2353, -0.1811], [-0.7383, -0.2381, 0.3099], [0.2310, -0.0844, -0.4338], [0.0470, -0.9861, 0.1999], [0.1726, 0.2409, 0.2154], [0.4013, -0.2462, -0.2739], [0.2098, -0.0242, 0.2162], [-2.8809, -1.1601, -0.8256], [2.0597, 0.1886, 2.1744], [0.7489, -0.6990, 1.6959], [-0.3371, 0.3473, -1.6384], [-0.8725, 1.1596, -0.1667], [0.4662, -0.2013, 0.3114], [0.7712, -0.2407, -1.4681], [-0.0283, -0.1856, 1.0138], [-0.1114, -0.1379, -0.7652], [0.3977, 0.3516, 0.0400], [-0.0069, 0.5914, 0.2791], [0.3473, -0.1704, -0.9598], [-0.1646, -0.1130, 0.1413], [-0.2039, -0.0602, -0.0763], [-0.0835, 0.4023, 0.2606], [0.4171, -0.3604, -0.2055], [-1.1918, 0.6240, 0.2739], [1.1539, -3.4008, 0.4391], [0.0038, 2.1303, 1.2272], [1.6122, -0.8237, -1.4979], [-0.9861, -0.1362, 1.6796], [0.2600, 0.8769, -2.0108], [-0.0626, -0.1429, -0.4021], [-0.5092, 0.6029, 0.3501], [-0.3695, 0.2452, -0.3615], [-0.0984, 0.3096, 0.1793], [-0.1514, -0.2574, 0.2046], [0.1398, 0.2279, -0.0985], [-0.1480, -0.0374, 0.5278], [-0.0578, 0.1509, -0.3467], [-1.3742, 0.4156, -0.0537], [1.9699, -3.0550, 0.0378], [-0.7755, 3.7612, -1.3836], [1.9535, -1.1235, -0.2846], [-0.6550, -0.4551, -0.0349], [0.5905, 0.5698, 0.0458], [-0.9216, -0.9330, 0.2347], [0.1323, 0.5557, -0.0316], [-0.0421, 0.1388, 0.2126], [0.1298, 0.1598, 0.2208], [-0.4262, 0.0050, 0.0763], [-0.1661, -0.3150, 0.0407], [-0.2606, -0.0893, 0.3118], [-0.2514, 0.3336, -0.2526], [0.1131, 0.0239, 0.8360], [-2.0682, 1.6018, 3.1583], [3.5485, 1.3654, -1.7201], [0.2998, -0.2963, 0.2352], [-1.9083, -0.8664, -1.5188], [0.5567, -0.5571, 0.1051], [-0.4235, 0.8703, 0.2320], [-0.2546, -2.6245, 0.2242], [0.2312, 0.0186, 0.0732], [-0.1373, -0.2245, -0.4821], [-0.0043, -0.2040, 0.0385], [0.2171, -0.0993, -0.0484], [0.1517, 0.2696, 0.0205], [0.0355, 0.1877, -0.3471], [-0.0966, 0.7811, 0.0517], [-0.1457, -0.2305, -0.0369]]}


Entry 3:
{"formula": "C2H4BrNO2", "method": "ωB97M-V/def2-TZVPD", "homo_ev": -10.47, "gap_ev": 10.140, "total_energy_ev": -77761.634, "de_lowest_kj_mol": 452.83, "fmax_ev_per_a": 4.83, "symbols": ["C", "C", "N", "O", "O", "Br", "H", "H", "H", "H"], "positions_angstrom": [[0.869, 0.752, -0.168], [0.603, -0.649, -0.544], [1.519, -1.630, 0.147], [1.395, -1.717, 1.338], [2.262, -2.310, -0.527], [0.824, -0.968, -2.401], [0.206, 1.411, -0.742], [1.834, 1.239, -0.536], [0.928, 0.819, 0.942], [-0.697, -1.243, -0.051]], "forces_ev_per_a": [[1.2689, 1.7871, 0.2883], [-3.1346, -2.7189, 0.6098], [0.4625, -0.8202, -0.4805], [-0.0755, 0.3073, 0.9379], [0.0991, 0.1905, 0.4504], [-0.6448, 0.3537, -0.6488], [-0.6247, -0.1917, 0.9911], [-0.5754, -1.5720, 0.2998], [-0.7109, 0.4000, -0.7891], [3.9354, 2.2642, -1.6589]]}


Entry 4:
{"formula": "C39H22Cl10F5N2O2PTeTi", "method": "ωB97M-V/def2-TZVPD", "homo_ev": -2.47, "gap_ev": 5.985, "total_energy_ev": -226392.692, "de_lowest_kj_mol": 48.67, "total_charge": -2, "fmax_ev_per_a": 0.79, "symbols": ["Ti", "Cl", "C", "C", "Cl", "C", "Cl", "C", "O", "C", "Cl", "C", "Cl", "N", "P", "C", "C", "C", "C", "C", "C", "C", "C", "C", "C", "C", "C", "C", "C", "C", "C", "C", "N", "H", "H", "H", "H", "H", "H", "H", "H", "H", "H", "H", "H", "H", "H", "H", "C", "C", "C", "C", "C", "C", "C", "C", "C", "C", "H", "H", "H", "H", "H", "H", "H", "F", "Te", "F", "F", "F", "F", "O", "Cl", "C", "C", "C", "Cl", "C", "Cl", "C", "Cl", "C", "Cl"], "positions_angstrom": [[0.864, -0.218, -1.884], [-5.799, 2.785, 0.858], [-4.318, 2.049, 0.348], [-3.093, 2.622, 0.670], [-3.053, 4.085, 1.589], [-1.908, 2.029, 0.261], [-0.401, 2.762, 0.650], [-1.878, 0.822, -0.484], [-0.766, 0.278, -0.816], [-3.145, 0.268, -0.799], [-3.198, -1.179, -1.724], [-4.328, 0.870, -0.393], [-5.845, 0.151, -0.810], [-0.145, -2.626, -0.301], [0.823, -0.547, 2.022], [-0.494, -1.440, 2.933], [-0.286, -2.485, 3.828], [-1.364, -3.142, 4.403], [-2.664, -2.765, 4.084], [-2.881, -1.747, 3.167], [-1.799, -1.103, 2.584], [2.284, -1.584, 2.404], [3.072, -1.435, 3.544], [4.166, -2.261, 3.758], [4.481, -3.247, 2.831], [3.698, -3.403, 1.696], [2.603, -2.578, 1.478], [-0.503, -2.861, -1.527], [-1.256, -4.015, -1.978], [-1.582, -4.175, -3.284], [-1.174, -3.219, -4.245], [-0.461, -2.145, -3.795], [-0.163, -1.930, -2.499], [-0.482, -3.372, 0.302], [0.724, -2.783, 4.083], [-1.191, -3.951, 5.102], [-3.504, -3.278, 4.536], [-3.888, -1.466, 2.886], [-1.967, -0.338, 1.836], [2.834, -0.666, 4.270], [4.776, -2.130, 4.645], [5.344, -3.883, 2.988], [3.953, -4.150, 0.955], [2.000, -2.680, 0.583], [-1.552, -4.739, -1.228], [-2.150, -5.047, -3.592], [-1.377, -3.338, -5.299], [-0.080, -1.400, -4.483], [-3.058, 3.341, -4.097], [-2.853, 1.950, -3.960], [-1.676, 1.479, -3.454], [-0.630, 2.350, -3.044], [0.585, 1.848, -2.481], [1.582, 2.759, -2.228], [1.399, 4.148, -2.418], [0.213, 4.639, -2.882], [-0.830, 3.744, -3.225], [-2.066, 4.210, -3.743], [-3.999, 3.714, -4.485], [-3.632, 1.254, -4.249], [-1.537, 0.408, -3.355], [2.545, 2.414, -1.868], [2.209, 4.827, -2.174], [0.054, 5.705, -3.008], [-2.207, 5.281, -3.855], [3.114, -1.389, -5.597], [3.617, -0.859, -3.654], [2.893, -2.584, -3.310], [4.975, -1.679, -2.438], [2.154, -0.964, -0.914], [3.807, 0.632, -2.253], [1.766, -0.306, -3.447], [-0.302, 0.455, 5.184], [0.758, 1.436, 4.228], [1.270, 0.966, 3.024], [2.158, 1.814, 2.337], [2.819, 1.301, 0.835], [2.506, 3.069, 2.824], [3.578, 4.085, 1.939], [1.962, 3.518, 4.025], [2.379, 5.075, 4.636], [1.088, 2.700, 4.728], [0.430, 3.256, 6.226]], "forces_ev_per_a": [[-0.3743, -0.3715, -0.5932], [0.0086, -0.0024, -0.0021], [-0.0061, -0.0251, -0.0013], [0.0030, 0.0017, -0.0013], [0.0077, -0.0089, -0.0065], [0.0003, 0.0477, 0.0222], [-0.0534, 0.0201, -0.0160], [0.0935, 0.1809, 0.0707], [-0.0335, -0.3114, -0.0438], [-0.0069, -0.0130, 0.0127], [0.0280, -0.0266, 0.0198], [-0.0139, 0.0209, 0.0140], [0.0103, 0.0009, -0.0033], [-0.0574, -0.0348, 0.0208], [-0.0159, -0.0249, -0.0763], [-0.0137, -0.0576, -0.0706], [-0.0232, -0.0795, -0.0549], [0.0323, 0.0064, -0.0074], [-0.0126, 0.0161, 0.0045], [0.0007, 0.0035, 0.0028], [0.0077, -0.0559, 0.0028], [0.0281, -0.0190, 0.0468], [0.0017, -0.0110, -0.0105], [-0.0052, -0.0006, -0.0049], [0.0031, -0.0003, 0.0045], [0.0058, 0.0059, 0.0169], [0.0244, -0.0066, -0.0108], [-0.0683, 0.0790, -0.0138], [-0.0106, -0.0033, -0.0247], [0.0084, -0.0061, 0.0224], [-0.0039, 0.0181, -0.0136], [-0.0043, -0.0493, 0.0007], [0.0037, 0.0072, -0.0058], [-0.0343, -0.0199, -0.0161], [-0.0032, 0.0118, 0.0053], [0.0008, 0.0011, -0.0004], [-0.0008, -0.0025, -0.0029], [0.0031, -0.0018, 0.0017], [-0.0196, 0.0597, -0.0213], [0.0030, 0.0037, 0.0060], [0.0018, 0.0023, 0.0009], [-0.0008, 0.0012, 0.0012], [-0.0014, -0.0011, -0.0015], [0.0205, 0.0123, 0.0280], [-0.0015, -0.0009, 0.0014], [0.0023, 0.0020, -0.0001], [-0.0004, -0.0002, 0.0008], [0.0249, -0.0010, 0.0023], [0.0041, -0.0110, 0.0055], [-0.0020, 0.0132, -0.0120], [-0.0116, -0.0114, -0.0080], [0.0040, -0.0135, 0.0060], [0.0864, 0.0421, 0.1020], [0.0335, 0.0004, 0.0323], [-0.0208, -0.0046, -0.0020], [-0.0046, -0.0172, -0.0032], [-0.0020, 0.0454, 0.0095], [0.0049, 0.0010, 0.0007], [-0.0003, 0.0006, -0.0010], [-0.0045, 0.0028, 0.0033], [0.0035, 0.0177, -0.0025], [-0.0106, 0.0042, -0.0009], [0.0000, 0.0020, 0.0004], [0.0012, 0.0009, -0.0014], [-0.0006, 0.0011, -0.0010], [-0.0285, -0.0458, 0.0001], [0.1399, 0.1866, -0.3437], [0.0128, -0.0032, 0.1050], [0.0141, -0.0117, 0.0193], [-0.0357, 0.4844, 0.3363], [0.0318, -0.1085, 0.0438], [0.0295, -0.0698, 0.1125], [0.0601, 0.1854, 0.1758], [-0.0712, 0.0002, 0.1241], [0.0535, -0.0332, -0.1589], [0.0443, 0.0209, 0.0314], [0.1684, 0.0276, 0.1483], [-0.0344, 0.0067, 0.0099], [-0.0056, -0.0235, 0.0005], [-0.0045, -0.0434, -0.0140], [-0.0072, -0.0035, -0.0015], [-0.0049, 0.0177, 0.0008], [-0.0013, -0.0279, -0.0236]]}


> What is the formula in the first record?

C2H3NO2S